# 1
C44H34Ge2MgNO5 as an isolated structure, computed with ωB97M-V with the def2-TZVPD basis set.

Summary:
E_HOMO (spin up / spin down): -0.07405 / -0.07638 Eh
2S+1: 2
Total charge: -2
LUMO (spin up / spin down): 4.20 / 4.20 eV
⟨S²⟩: 0.75
Energy relative to the best compared isomer or geometry (same formula, charge and spin): 0.00 kcal per mole

XYZ file:
```
87
Properties=species:S:1:pos:R:3:mulliken_spin:R:1
Mg 0.286 0.031 1.294 -0.05
O 2.063 5.808 2.763 0.00
C 1.751 4.518 2.433 0.00
C 1.972 4.026 1.151 0.00
C 1.617 2.718 0.891 0.01
N 1.096 1.946 1.833 0.00
C 0.882 2.406 3.060 0.00
C 1.199 3.703 3.413 0.00
C 0.245 1.374 4.000 0.00
O 0.087 1.696 5.178 0.00
O -0.054 0.284 3.423 0.00
C 1.736 2.035 -0.477 0.00
O 2.247 2.678 -1.395 0.00
O 1.251 0.865 -0.490 0.04
H 2.399 6.241 1.972 0.00
H 2.392 4.628 0.353 0.00
H 1.005 4.057 4.416 0.00
C -4.281 0.259 -3.713 0.00
C -3.259 -0.584 -3.301 0.00
C -2.696 -0.431 -2.038 -0.02
C -3.147 0.552 -1.152 -0.01
C -4.169 1.395 -1.593 0.00
C -4.732 1.255 -2.856 0.00
Ge -2.304 0.660 0.667 0.04
C -2.533 2.630 1.013 0.01
C -3.405 3.183 1.951 0.00
C -3.442 4.554 2.190 0.00
C -2.602 5.408 1.491 0.00
C -1.725 4.880 0.549 0.00
C -1.696 3.512 0.321 0.00
C -3.785 -0.064 1.811 0.00
C -3.514 -0.280 3.169 0.00
C -4.487 -0.768 4.033 0.00
C -5.757 -1.068 3.555 0.00
C -6.044 -0.873 2.211 0.00
C -5.067 -0.375 1.354 0.00
H -4.716 0.149 -4.701 0.00
H -2.883 -1.354 -3.965 0.00
H -1.877 -1.080 -1.739 0.03
H -4.527 2.181 -0.936 0.00
H -5.523 1.927 -3.175 0.00
H -4.060 2.528 2.516 0.00
H -4.125 4.954 2.933 0.00
H -2.620 6.475 1.685 0.00
H -1.057 5.535 0.001 0.00
H -1.000 3.116 -0.414 0.00
H -2.518 -0.070 3.550 0.00
H -4.251 -0.921 5.080 0.00
H -6.516 -1.457 4.225 0.00
H -7.032 -1.109 1.829 0.00
H -5.306 -0.223 0.306 0.00
C 0.995 -1.977 0.948 0.99
Ge 2.174 -2.320 -0.514 -0.11
C 2.964 -4.156 -0.561 -0.01
C 3.418 -4.752 -1.738 0.00
C 4.010 -6.009 -1.731 0.00
C 4.159 -6.701 -0.536 0.00
C 3.709 -6.129 0.646 0.01
C 3.117 -4.871 0.627 0.01
C 3.743 -1.132 -0.532 0.03
C 4.001 -0.292 0.550 0.01
C 5.100 0.557 0.553 0.02
C 5.966 0.574 -0.532 0.00
C 5.728 -0.262 -1.615 0.00
C 4.625 -1.106 -1.610 0.00
C 1.289 -2.176 -2.279 0.06
C 0.506 -3.237 -2.737 0.00
C -0.188 -3.155 -3.937 0.01
C -0.106 -2.000 -4.704 0.00
C 0.662 -0.933 -4.259 0.00
C 1.354 -1.019 -3.056 -0.01
H 0.558 -2.897 1.348 -0.04
H 3.296 -4.228 -2.681 0.00
H 4.354 -6.452 -2.659 0.00
H 4.619 -7.683 -0.527 0.00
H 3.817 -6.665 1.582 0.00
H 2.759 -4.433 1.553 0.01
H 3.320 -0.292 1.394 -0.04
H 5.270 1.216 1.396 0.00
H 6.817 1.245 -0.539 0.00
H 6.395 -0.244 -2.469 0.00
H 4.443 -1.743 -2.470 0.00
H 0.436 -4.145 -2.146 -0.01
H -0.799 -3.988 -4.269 0.00
H -0.656 -1.923 -5.636 0.00
H 0.708 -0.017 -4.836 0.00
H 1.917 -0.165 -2.700 0.01
```

# 2
One molecule with the formula C5H7NO at a distorted geometry, computed with ωB97M-V with the def2-TZVPD basis set.

Summary:
E_HOMO: -0.36063 Eh
LUMO: 0.61 eV
SMILES string: C[C@H](C#N)CC=O
Energy relative to the best compared isomer or geometry (same formula, charge and spin): 57.30 kcal per mole

XYZ file:
```
14
Properties=species:S:1:pos:R:3:nbo_charge:R:1
C -1.298 -1.349 0.184 -0.60
C -0.479 -0.001 0.119 -0.41
C -1.255 1.186 -0.150 0.25
N -1.710 2.246 -0.032 -0.35
C 0.858 -0.128 -0.590 -0.51
C 1.796 0.851 0.082 0.45
O 1.410 1.631 0.930 -0.50
H -2.364 -1.184 0.376 0.23
H -0.923 -2.016 0.967 0.22
H -1.270 -1.950 -0.750 0.21
H 0.008 0.789 1.019 0.36
H 1.254 -1.152 -0.508 0.25
H 0.900 0.131 -1.656 0.25
H 2.840 0.890 -0.235 0.14
```

# 3
A 2-piece molecular cluster, C3H5BrF2 overall at a distorted geometry, computed with ωB97M-V with the def2-TZVPD basis set.

Summary:
E_HOMO (spin up / spin down): -0.30545 / -0.30483 Eh
LUMO (spin up / spin down): 0.23 / 0.40 eV
Energy relative to the best compared isomer or geometry (same formula, charge and spin): 73.07 kcal per mole

XYZ file:
```
11
Properties=species:S:1:pos:R:3:nbo_charge:R:1
C 1.485 0.485 -0.034 -0.75
C -1.750 -0.354 0.568 -0.58
C 0.306 -0.116 -0.746 0.78
F -0.278 0.584 -1.719 -0.35
F 0.457 -1.321 -1.293 -0.34
Br -1.234 0.089 2.298 0.06
H 1.430 0.158 1.127 0.26
H 2.462 0.146 -0.519 0.25
H 1.299 1.591 -0.092 0.25
H -2.467 0.237 0.062 0.20
H -1.711 -1.500 0.349 0.22
```

# 4
A 14-piece molecular cluster, C24H66BO31 overall at a distorted geometry, computed with ωB97M-V with the def2-TZVPD basis set.

Summary:
E_HOMO: -0.28852 Eh
Total charge: -1
LUMO: 1.69 eV
Energy relative to the best compared isomer or geometry (same formula, charge and spin): 1.54 kcal per mole

XYZ file:
```
122
Properties=species:S:1:pos:R:3:mulliken_charge:R:1
O -0.380 -3.006 0.787 -0.56
C -0.303 -1.831 0.412 0.94
O 0.779 -1.021 0.672 -0.09
B 0.497 0.384 0.308 0.56
O -0.718 0.273 -0.544 -0.55
C -1.338 -0.959 -0.313 0.17
O -2.402 -1.297 -0.828 -0.70
O 1.626 1.001 -0.450 -0.22
C 1.906 2.150 0.130 -0.22
O 2.572 3.025 -0.381 -0.39
C 1.034 2.240 1.446 0.70
O 0.228 1.234 1.472 0.08
O 1.029 3.071 2.306 -0.46
O 2.744 5.750 1.932 -0.60
H 2.161 5.257 2.509 0.28
H 3.578 5.780 2.402 0.27
O 3.806 -0.120 -2.886 -0.60
H 3.670 0.771 -2.565 0.27
H 4.606 -0.413 -2.450 0.28
O -2.855 -4.132 -0.490 -0.75
H -2.325 -4.317 -1.265 0.50
H -2.825 -3.179 -0.401 0.28
C -4.406 -1.429 -4.043 0.30
C -5.703 -0.798 -4.648 -0.80
O -6.862 -1.532 -4.437 -0.59
O -4.134 -2.818 -4.512 -0.64
H -4.365 -1.277 -2.965 0.22
H -3.573 -0.851 -4.443 0.15
H -5.565 -1.026 -5.704 0.45
H -5.617 0.248 -4.353 0.29
H -6.664 -2.379 -4.845 0.36
H -3.247 -3.132 -4.321 0.21
C 5.046 5.471 -1.149 0.10
C 6.235 4.719 -0.587 -0.56
O 6.136 4.231 0.731 -0.54
O 4.499 6.312 -0.132 -0.48
H 4.322 4.696 -1.400 -0.09
H 5.341 6.136 -1.961 0.39
H 6.943 5.545 -0.525 0.31
H 6.742 4.240 -1.425 0.42
H 6.092 4.936 1.381 0.28
H 4.357 5.737 0.624 0.19
C 2.133 0.699 4.590 -0.42
C 1.390 -0.535 3.908 0.56
O 0.108 -0.778 4.515 -0.57
O 2.391 0.322 5.934 -0.53
H 1.559 1.624 4.641 -0.08
H 2.969 0.890 3.916 0.43
H 2.028 -1.404 3.752 0.43
H 1.467 -0.111 2.906 -0.64
H -0.266 0.082 4.724 0.29
H 2.898 -0.484 5.809 0.39
C 0.088 5.305 -2.155 -0.67
C 0.176 5.458 -0.641 0.75
O -0.808 6.336 -0.245 -0.55
O 0.437 6.563 -2.873 -0.59
H -0.973 5.165 -2.361 0.38
H 0.677 4.459 -2.507 0.37
H 1.158 5.722 -0.247 -0.10
H -0.001 4.468 -0.222 -0.28
H -0.773 7.179 -0.702 0.35
H -0.276 7.196 -2.764 0.30
C -4.078 -1.610 2.196 -0.33
C -3.359 -0.634 3.173 0.09
O -4.270 -0.039 4.125 -0.61
O -4.753 -2.655 2.905 -0.60
H -3.395 -2.051 1.470 0.05
H -4.925 -1.106 1.730 0.41
H -2.952 0.143 2.526 0.02
H -2.552 -1.194 3.646 0.31
H -4.049 -0.484 4.946 0.37
H -5.456 -2.276 3.437 0.33
C 0.129 -7.286 -1.921 -0.61
C 0.818 -6.071 -1.119 0.73
O 2.048 -5.730 -1.717 -0.57
O -0.747 -6.721 -2.828 -0.53
H -0.486 -7.823 -1.199 0.34
H 0.796 -8.043 -2.334 0.30
H 0.972 -6.258 -0.056 0.05
H 0.295 -5.115 -1.139 -0.30
H 2.455 -5.150 -1.068 0.36
H -1.568 -7.218 -2.786 0.29
C 2.794 -3.732 1.806 0.04
C 1.756 -4.574 2.688 -0.25
O 2.432 -5.538 3.515 -0.58
O 3.448 -4.593 0.701 -0.61
H 3.561 -3.560 2.562 0.36
H 2.361 -2.789 1.475 -0.14
H 0.995 -5.074 2.088 0.24
H 1.208 -3.848 3.289 0.36
H 1.834 -5.864 4.191 0.30
H 3.780 -5.378 1.142 0.32
C -1.806 2.716 -3.788 -0.63
C -0.663 1.806 -3.458 1.60
O 0.166 1.527 -4.606 -0.70
O -2.637 2.158 -4.782 -0.59
H -1.467 3.704 -4.098 0.29
H -2.420 2.702 -2.887 0.30
H -1.229 0.939 -3.115 -0.45
H -0.068 2.172 -2.621 -0.45
H 0.459 0.650 -4.348 0.34
H -3.332 1.664 -4.341 0.25
C 0.789 -2.977 -3.216 -0.14
C -0.708 -3.040 -3.448 -0.38
O -1.349 -4.131 -2.770 -0.52
O 1.322 -1.723 -3.766 -0.50
H 1.241 -3.872 -3.642 0.44
H 0.809 -2.995 -2.126 -0.08
H -0.928 -2.957 -4.512 0.49
H -1.079 -2.129 -2.979 0.09
H -0.807 -4.922 -2.816 0.21
H 2.212 -1.630 -3.419 0.26
C -2.087 2.168 4.744 0.35
C -1.161 3.401 4.598 -0.27
O -1.438 4.369 5.623 -0.59
O -1.823 1.471 5.875 -0.58
H -1.947 1.542 3.863 -0.20
H -3.143 2.391 4.901 0.38
H -1.184 3.670 3.542 0.30
H -0.127 3.074 4.702 0.01
H -1.297 3.937 6.469 0.34
H -2.437 0.734 5.910 0.27
```

# 5
A 2-piece molecular cluster, C4H12OS overall at a distorted geometry, computed with ωB97M-V with the def2-TZVPD basis set.

Summary:
E_HOMO: -0.32465 Eh
LUMO: 0.57 eV
SMILES string: CCCCS.O
Energy relative to the best compared isomer or geometry (same formula, charge and spin): 31.69 kcal per mole

XYZ file:
```
18
Properties=species:S:1:pos:R:3:nbo_charge:R:1
C -1.564 0.917 1.347 -0.62
C -1.633 0.119 0.065 -0.40
C -0.699 0.810 -1.031 -0.41
C 0.091 -0.198 -1.782 -0.55
S 1.297 0.617 -2.713 0.01
H -2.088 0.322 2.143 0.22
H -1.786 1.965 1.091 0.22
H -0.546 0.889 1.773 0.20
H -1.487 -0.980 0.052 0.20
H -2.598 0.175 -0.413 0.20
H -1.296 1.304 -1.815 0.21
H 0.074 1.536 -0.614 0.20
H 0.682 -0.996 -1.284 0.22
H -0.571 -0.844 -2.395 0.21
H 0.749 1.764 -2.600 0.10
O 1.186 -2.432 5.649 -0.93
H 0.719 -2.178 4.793 0.47
H 0.746 -3.259 5.888 0.47
```

# 6
A 4-piece molecular cluster, N6O4S overall at a distorted geometry, computed with ωB97M-V with the def2-TZVPD basis set.

Summary:
E_HOMO: -0.42718 Eh
LUMO: -0.80 eV

XYZ file:
```
11
Properties=species:S:1:pos:R:3:nbo_charge:R:1
N -2.504 -2.442 -0.242 -0.04
N 2.315 -1.344 -0.189 -0.07
N 3.007 2.300 0.464 0.01
N 2.933 1.553 -0.337 -0.01
N -2.530 -1.415 0.162 0.44
N 1.242 -1.264 0.056 0.44
O 0.041 1.598 0.727 -0.85
O 0.120 -1.214 0.319 -0.37
O -2.585 -0.339 0.582 -0.38
O -0.919 0.988 -1.419 -0.85
S -1.119 1.579 -0.123 1.69
```